1.
Here is a structure of composition C4H8Cl5Mn from OMol25. Energies are from the ωB97M-V functional and the def2-TZVPD basis.

As for the HOMO energy (spin up / spin down): -0.4711 / -0.4711 Ha. The total energy comes out at -3608.85808 a.u. Its charge is +1. The energy above the lowest of the compared OMol25 structures with the same formula, charge and spin comes out at 0.00 kcal/mol. Its spin multiplicity is 6. Its orbital gap (spin up / spin down) is 4.74 / 4.68 eV.

Structure (XYZ):
```
18
Properties=species:S:1:pos:R:3:forces:R:3:mulliken_spin:R:1
Mn -4.1001 -2.1342 -1.2954 1.438 0.563 0.658 4.92
Cl -2.1854 -1.4637 -0.3530 -1.496 -0.540 -0.699 0.08
Cl -1.4671 2.0779 -3.2644 0.259 0.074 -0.076 0.00
C -0.4061 1.3359 -2.0064 -0.718 -0.207 -0.261 0.00
C -0.5391 2.0914 -0.7066 -0.114 0.348 -0.010 0.00
Cl 0.5705 3.4821 -0.6502 0.121 -0.084 0.083 0.00
H 0.6080 1.2640 -2.3817 0.035 0.231 -0.012 0.00
H -0.8183 0.3337 -1.9388 0.217 -0.087 0.336 0.00
H -0.3638 1.4517 0.1541 0.253 0.000 -0.041 0.00
H -1.5282 2.5315 -0.6109 -0.113 -0.202 -0.047 0.00
Cl 1.8937 -0.2131 -0.1042 -0.149 -0.057 -0.061 0.00
C 1.5467 -0.6665 1.5927 0.401 -0.249 -0.155 0.00
C 0.9503 -2.0569 1.6570 -0.204 0.057 0.302 0.00
Cl 1.1044 -2.6362 3.3425 -0.122 -0.049 -0.033 0.00
H 0.8900 0.0818 2.0259 0.012 0.016 0.021 0.00
H 2.5072 -0.6580 2.0977 -0.030 0.091 0.082 0.00
H 1.4493 -2.7767 1.0170 0.163 0.120 -0.041 0.00
H -0.1120 -2.0448 1.4246 0.045 -0.025 -0.046 0.00
```
Forces are in eV/Å.


2.
Here is a structure of composition C5H11AsCl8F6OY from OMol25. Energies are from the ωB97M-V functional and the def2-TZVPD basis.

As for the HOMO energy: -0.4661 Ha. The total energy comes out at -6826.89358 a.u. Its charge is +1. The energy above the lowest of the compared OMol25 structures with the same formula, charge and spin comes out at 0.00 kcal/mol. Its orbital gap is 4.45 eV.

Structure (XYZ):
```
33
Properties=species:S:1:pos:R:3:forces:R:3:mulliken_charge:R:1
Y 8.9942 -13.6521 -3.8927 -0.063 5.944 3.521 2.03
C 7.6442 -10.5835 -2.5236 0.572 1.341 0.535 -0.30
O 8.3610 -11.5042 -3.2905 0.996 -5.945 -2.267 -0.53
H 8.1605 -10.4645 -1.5710 -0.230 -0.320 0.372 0.33
H 7.7797 -9.6056 -2.9855 -0.235 0.129 -0.362 -0.02
H 6.5743 -10.7505 -2.3989 0.110 -0.491 -0.150 0.24
As 11.6064 -13.5216 -0.8234 5.233 -1.082 4.765 1.92
F 10.6221 -14.8249 -0.0515 0.830 1.391 -1.809 -0.46
F 12.9890 -13.8560 0.3029 -2.274 0.392 -1.724 -0.47
F 12.5862 -12.1721 -1.5145 -1.962 -1.567 0.292 -0.44
F 10.3635 -13.3061 -2.0981 -2.309 0.000 -2.190 -0.37
F 10.8098 -12.4155 0.3489 0.672 -1.070 -2.256 -0.43
F 12.3281 -14.6855 -2.0557 -1.411 1.437 1.243 -0.50
C 8.3404 -6.4534 -5.5962 -0.470 0.248 0.426 -0.26
Cl 8.5187 -5.0579 -4.4603 0.130 -0.760 -1.058 -0.11
Cl 9.0853 -7.9261 -4.8863 -0.214 0.290 -0.334 -0.10
H 7.2771 -6.6461 -5.7387 0.112 -0.020 0.403 0.11
H 8.7531 -6.2832 -6.5907 0.461 0.260 0.470 0.38
C 7.5447 -6.5252 -1.4717 0.671 0.211 -0.367 0.02
Cl 6.1256 -6.5076 -2.5451 -0.115 -0.333 0.485 -0.11
Cl 7.9123 -4.8672 -0.9402 0.037 -0.559 -0.003 -0.13
H 7.4838 -7.1850 -0.6063 -0.678 0.259 -0.063 0.39
H 8.3551 -6.9151 -2.0877 0.040 0.446 0.044 -0.18
C 4.0113 -8.9525 -3.6466 0.583 -0.354 -0.441 -0.03
Cl 4.1614 -10.7220 -4.0607 -0.268 0.636 0.419 -0.20
Cl 4.3342 -8.0123 -5.1250 -0.246 -0.066 0.475 -0.13
H 3.0257 -8.7233 -3.2415 0.100 -0.256 -0.330 0.37
H 4.7945 -8.7235 -2.9239 -0.198 -0.072 -0.184 -0.02
C 11.2478 -8.6696 -2.1316 0.000 -0.688 -0.754 0.58
Cl 12.2912 -7.8095 -3.2882 -0.257 -0.028 0.220 -0.15
Cl 10.7214 -7.6950 -0.7830 0.209 0.125 0.377 -0.13
H 10.3352 -8.9956 -2.6305 0.194 0.187 -0.237 -0.47
H 11.7996 -9.5649 -1.8452 -0.018 0.316 0.482 0.14
```
Forces are in eV/Å.


3.
Here is the ion C5H8N3O2 with charge +1 from OMol25. Energies are from the ωB97M-V functional and the def2-TZVPD basis.

As for the HOMO energy (spin up / spin down): -0.5497 / -0.5497 Ha. The total energy comes out at -509.57922 a.u. Its charge is +1. The energy above the lowest of the compared OMol25 structures with the same formula, charge and spin comes out at 158.33 kcal/mol. Its SMILES is C[NH2+]/C(C)=C(\C#N)[N+](=O)[O-]. Its orbital gap (spin up / spin down) is 8.63 / 8.63 eV.

Structure (XYZ):
```
18
Properties=species:S:1:pos:R:3:forces:R:3:mulliken_charge:R:1
C 2.0442 0.0705 -0.7932 -0.033 -2.674 -4.042 -0.85
N 1.0624 -0.6853 0.0875 1.816 3.716 3.236 -0.16
C -0.3799 -0.4733 0.0307 -0.955 4.552 3.781 0.24
C -1.1960 -1.2250 -0.8311 -1.935 -0.570 -2.545 -1.09
C -0.9080 0.6070 0.9720 6.739 -5.269 -3.852 0.11
C 0.1414 1.3929 1.5573 1.552 -0.323 0.998 0.33
N 1.2046 1.6830 1.9438 -1.684 -0.242 -0.597 -0.44
N -2.1079 1.1908 0.8256 -3.644 1.186 -0.568 0.96
O -2.1474 2.3104 1.2341 0.046 2.256 1.007 -0.53
O -3.0453 0.6496 0.2902 -0.404 -1.234 -0.431 -0.62
H 1.8602 -0.1692 -1.9050 -0.239 0.201 1.689 0.35
H 2.0016 1.0929 -0.7286 -0.316 2.352 0.848 0.36
H 3.0595 -0.3235 -0.6768 -0.348 0.107 0.785 0.39
H 1.3617 -0.2115 1.0602 -0.683 -1.242 -1.722 0.45
H 1.4640 -1.5868 0.1050 -0.516 -2.003 0.021 0.43
H -2.1281 -0.6141 -1.0074 0.767 -0.967 0.157 0.34
H -1.4842 -2.1450 -0.3394 -0.417 -0.416 0.317 0.33
H -0.8030 -1.5634 -1.8249 0.253 0.571 0.919 0.40
```
Forces are in eV/Å.


4.
Here is a structure of composition C24H18N4O2Ti from OMol25. Energies are from the ωB97M-V functional and the def2-TZVPD basis.

As for the HOMO energy (spin up / spin down): -0.2257 / -0.2353 Ha. The total energy comes out at -2144.44099 a.u. Its orbital gap (spin up / spin down) is 5.93 / 6.22 eV.

Structure (XYZ):
```
49
Properties=species:S:1:pos:R:3:forces:R:3:mulliken_charge:R:1
Ti -0.2273 -0.0193 -0.1835 -0.021 -1.401 -0.277 -0.02
O 1.4648 -1.2782 3.4532 0.000 0.008 -0.044 -0.78
C 0.7925 -0.8474 2.5211 0.000 0.009 0.039 -0.07
N 1.1647 -0.3957 1.3189 0.087 0.072 -0.312 0.58
C 2.5081 -0.2946 0.9027 0.047 0.036 -0.006 0.01
C 3.6112 -0.8559 1.5361 -0.010 0.034 -0.030 -0.60
C 4.8784 -0.6815 0.9898 0.019 -0.008 -0.005 -0.62
C 5.0499 0.0484 -0.1731 0.016 0.000 0.002 -0.63
C 3.9580 0.6232 -0.8152 -0.091 -0.003 0.014 -0.57
C 2.6836 0.4559 -0.2852 0.108 -0.130 0.194 0.01
N 1.4832 0.9574 -0.8302 -0.179 -0.158 0.258 0.14
C 1.4451 1.9935 -1.6768 0.026 0.353 -0.116 0.13
O 2.3533 2.6315 -2.2009 -0.118 -0.206 0.077 -0.76
C 0.0169 2.4256 -1.9429 -0.174 0.055 -0.092 0.53
C -0.2452 3.4970 -2.7795 0.024 -0.027 0.040 -0.71
C -1.5589 3.8786 -2.9883 -0.034 0.007 -0.007 -0.30
C -2.5722 3.1784 -2.3487 0.029 0.018 -0.056 -0.94
C -2.2279 2.1215 -1.5283 0.073 -0.050 0.035 0.01
N -0.9616 1.7393 -1.3315 0.070 0.091 0.039 0.54
C -0.7138 -0.7778 2.7110 -0.151 0.073 -0.035 0.54
C -1.2678 -1.1539 3.9244 0.014 0.012 -0.049 -0.66
C -2.6366 -1.0563 4.0922 -0.044 0.002 -0.012 -0.36
C -3.4145 -0.5830 3.0439 -0.021 -0.043 0.056 -0.88
C -2.7871 -0.2351 1.8641 -0.019 0.017 0.019 -0.10
N -1.4676 -0.3337 1.6919 0.136 0.218 -0.035 0.42
H 3.4712 -1.4133 2.4482 -0.002 0.001 0.000 0.46
H 5.7343 -1.1222 1.4853 0.000 -0.001 -0.003 0.39
H 6.0400 0.1814 -0.5905 -0.003 -0.002 0.000 0.38
H 4.0867 1.2044 -1.7141 0.000 0.009 -0.004 0.45
H 0.5972 3.9956 -3.2371 -0.005 0.013 -0.005 0.49
H -1.7935 4.7123 -3.6370 0.001 0.004 0.005 0.43
H -3.6122 3.4442 -2.4750 0.004 0.005 -0.005 0.43
H -2.9886 1.5515 -1.0079 0.025 -0.005 0.022 0.30
H -0.6003 -1.5070 4.6969 0.005 -0.003 -0.001 0.50
H -3.0963 -1.3414 5.0295 -0.003 0.003 0.003 0.43
H -4.4870 -0.4855 3.1347 0.001 0.000 0.000 0.43
H -3.3560 0.1276 1.0166 0.024 0.005 0.016 0.31
C -1.4377 -2.9116 -0.1993 0.439 0.158 0.076 -0.55
C -0.0789 -2.8238 -0.4337 -0.363 -0.414 0.434 0.02
C 0.4458 -1.9216 -1.3612 0.371 0.847 0.038 -0.65
C -0.4375 -1.1319 -2.1513 -0.150 0.308 -0.153 -0.54
C -1.8314 -1.2532 -1.9243 0.035 0.035 0.003 -0.28
C -2.3153 -2.0778 -0.9316 -0.081 0.203 -0.112 -0.53
H -1.8312 -3.5915 0.5436 0.041 0.017 0.032 0.39
H 0.6143 -3.4356 0.1304 -0.059 -0.031 0.048 0.37
H 1.5142 -1.8743 -1.5234 -0.024 -0.091 -0.087 0.46
H -0.0636 -0.5601 -2.9899 -0.057 -0.038 0.002 0.47
H -2.5218 -0.6716 -2.5229 0.011 -0.027 -0.003 0.48
H -3.3815 -2.1330 -0.7512 0.001 0.022 -0.003 0.44
```
Forces are in eV/Å.